Record 1
Density functional theory data (ωB97M-V/def2-TZVPD) for 5 unconnected molecules or ions with the total composition C16H45N3O7 in a non-equilibrium geometry.

```
! RIJCOSX wB97M-V def2-TZVPD def2/J DEFGRID3
* xyz 0 1
C -1.31821 2.97024 0.70105
O -0.92256 4.26246 0.85075
C 0.14900 4.81703 0.09934
C 1.50221 4.25023 0.45477
C 1.94069 4.37046 1.89419
N 2.57156 4.95197 -0.32893
H -1.98848 2.82419 -0.14602
H -2.05910 2.86598 1.49371
H -0.55204 2.19696 0.75694
H -0.04610 4.77574 -0.97226
H 0.00640 5.88380 0.27183
H 1.58635 3.20906 0.14335
H 2.94095 3.97753 2.07636
H 1.25227 3.75860 2.47713
H 1.82728 5.33432 2.39039
H 3.44116 5.04874 0.17557
H 2.70264 4.48530 -1.21502
C -3.70100 1.57713 -1.93905
O -3.02700 0.84547 -2.83577
C -2.79216 1.29554 -4.11399
C -1.90838 0.35205 -4.91429
C -2.31458 -1.10454 -5.08588
N -0.50086 0.42673 -4.55691
H -3.43342 1.12879 -0.98224
H -4.75517 1.35107 -2.09945
H -3.51607 2.64012 -1.78425
H -3.75872 1.35829 -4.61391
H -2.32583 2.27140 -3.97864
H -2.04645 0.75631 -5.91710
H -3.38389 -1.20185 -5.27354
H -2.16940 -1.54063 -4.09752
H -1.64910 -1.60687 -5.78794
H -0.06188 0.28477 -5.45538
H -0.39894 -0.47654 -4.11667
C 6.29216 -1.35571 0.38771
O 4.90791 -1.69242 0.71117
C 4.55104 -2.19708 1.98042
C 3.04980 -2.07974 2.21731
C 2.21488 -2.81809 1.23387
N 2.58003 -0.73353 2.31946
H 6.75972 -2.31718 0.59999
H 6.83559 -0.61487 0.97417
H 6.47577 -1.01844 -0.63240
H 4.80706 -3.25279 1.89072
H 5.17708 -1.82323 2.79061
H 2.69102 -2.49295 3.15998
H 2.75544 -3.04312 0.31450
H 1.29744 -2.28204 0.99086
H 1.92338 -3.74438 1.72895
H 3.27741 -0.20772 2.82668
H 2.67144 -0.32718 1.39934
O -3.72414 -1.81437 -0.65235
C -2.50053 -2.24772 -0.23522
C -1.45832 -1.14179 -0.46786
O -1.16959 -0.88507 -1.85661
H -4.38370 -2.27743 -0.13065
H -2.72376 -2.44053 0.81412
H -2.24046 -3.11417 -0.84327
H -0.50469 -1.49004 -0.07111
H -1.56086 -0.21049 0.08916
H -1.83478 -0.29411 -2.21700
O -1.97670 -4.46075 4.66159
C -1.35581 -3.84976 3.56243
C -1.47716 -2.29207 3.54845
O -2.72932 -1.86205 3.10560
H -2.59969 -3.80406 4.98137
H -0.32158 -4.19065 3.51480
H -1.65490 -4.28143 2.60729
H -0.70241 -2.06318 2.81670
H -1.27140 -1.77739 4.48701
H -3.36849 -1.84234 3.82162
*
```

Calculated values
- Largest force on an atom: 3.4 eV/A
- SMILES: COC[C@H](C)N.COC[C@H](C)N.COC[C@H](C)N.OCCO.OCCO
- HOMO energy: -8.966 eV
- LUMO: 0.43 eV

Here are the Mulliken charges for atoms 1 to 5, given in e: -0.3382, -0.4084, -0.7573, 0.8930, -1.5365


Record 2
Density functional theory data (ωB97M-V/def2-TZVPD) for C20H23FN2O3 in the gas phase.

```
! RIJCOSX wB97M-V def2-TZVPD def2/J DEFGRID3
* xyz 0 1
C -1.96251 -1.52845 0.04120
N -2.29892 -0.31752 0.75822
C -3.60785 -0.28594 1.39938
C -4.70523 -0.25324 0.38924
C -5.21753 0.77060 -0.35157
C -6.21253 0.19979 -1.18224
C -6.22808 -1.12723 -0.88801
O -5.31714 -1.41410 0.05758
C -1.51746 0.78213 0.83867
O -1.86208 1.77832 1.44959
C -0.17881 0.72175 0.11389
C -0.31560 1.27345 -1.30583
C 1.01879 1.10410 -2.01526
C 2.24442 1.48634 -1.20292
O 3.32930 1.58902 -1.74903
N 2.09483 1.66208 0.12901
C 3.27573 1.93067 0.92430
C 3.70945 0.69984 1.74716
C 3.60598 -0.53157 0.89392
C 4.52790 -0.77824 -0.11618
C 4.37127 -1.85500 -0.96970
C 3.28615 -2.70597 -0.83925
C 2.38343 -2.45556 0.17461
F 1.30037 -3.26181 0.31610
C 2.52687 -1.39185 1.04408
C 0.83370 1.60567 0.83560
H -1.66637 -1.31911 -0.98684
H -2.84301 -2.16650 0.01305
H -1.15929 -2.07914 0.53715
H -3.71902 -1.16850 2.03603
H -3.63418 0.62072 2.00824
H -4.92218 1.79821 -0.30210
H -6.82827 0.70954 -1.89420
H -6.81720 -1.94011 -1.26342
H 0.19964 -0.30078 0.07385
H -0.58911 2.32863 -1.24762
H -1.10225 0.75809 -1.86107
H 1.05050 1.68118 -2.94104
H 1.16802 0.05487 -2.29064
H 3.08418 2.77950 1.58685
H 4.06512 2.19368 0.21729
H 4.73621 0.85386 2.08096
H 3.07690 0.59417 2.63018
H 5.36488 -0.11067 -0.24608
H 5.09178 -2.02811 -1.75378
H 3.13643 -3.54295 -1.50243
H 1.79843 -1.24453 1.82761
H 1.01448 1.21796 1.84105
H 0.40985 2.61271 0.94441
*
```

Calculated values
- Largest force on an atom: 0.9 eV/A
- SMILES: CN(Cc1ccco1)C(=O)[C@H]1CCC(=O)N(CCc2cccc(F)c2)C1
- HOMO energy: -8.717 eV
- LUMO: 0.69 eV

Here are the Mulliken charges for atoms 1 to 5, given in e: -0.8161, 0.1990, -1.3247, 0.6870, -0.4346


The records above yield energy above the lowest of the compared OMol25 structures with the same formula, charge and spin values of 75.2, 4.4 kcal per mole, respectively.